Record 1
A molecular structure, C3H2BiO2 in a non-equilibrium geometry, computed with ωB97M-V with the def2-TZVPD basis set.

```
! wB97M-V def2-TZVPD RIJCOSX def2/J DEFGRID3
* xyz 3 1
O 0.902 -0.271 0.738
O -0.972 -0.250 -0.248
C 0.988 0.756 -0.157
C -0.207 0.772 -0.817
C -0.326 -0.762 0.750
H -0.762 1.627 -1.196
Bi -1.080 -2.446 2.202
H 1.456 0.574 -1.271
*
```

Properties
Gap between HOMO and LUMO (alpha / beta) (eV): 9.75 / 5.25
Highest occupied orbital energy (alpha / beta) (hartree): -1.006 / -0.887
Energy above the lowest of the compared OMol25 structures with the same formula, charge and spin (eV): 2.586
Lowest unoccupied orbital energy (alpha / beta) (eV): -17.6 / -18.9

Now the Löwdin charges, all in e:
1 O 0.15
2 O 0.16
3 C 0.21
4 C 0.23
5 C -0.37
6 H 0.23
7 Bi 2.06
8 H 0.32

---

Record 2
3 unconnected molecules or ions with the total composition C21H38F3IN2O12PS2 in a non-equilibrium geometry, computed with ωB97M-V with the def2-TZVPD basis set.

```
! wB97M-V def2-TZVPD RIJCOSX def2/J DEFGRID3
* xyz -1 1
C 6.919 2.199 0.720
O 7.556 1.242 -0.105
C 6.943 1.121 -1.377
C 6.126 -0.180 -1.549
C 5.765 -0.867 -0.235
C 5.101 -2.231 -0.415
C 3.731 -2.174 -1.090
C 2.685 -1.327 -0.313
C 1.908 -0.422 -1.273
P 0.310 0.312 -0.490
C -0.517 -1.416 -0.577
C -2.068 -1.475 -0.570
C -2.675 -1.907 0.789
I -4.251 -0.507 1.333
C -0.434 0.796 -2.163
C 0.488 1.410 -3.210
C -0.362 2.286 -4.155
F 1.044 0.453 -4.058
N -1.147 1.025 0.462
C -1.085 0.831 1.654
O -1.096 0.556 2.811
N 1.232 1.963 -0.291
C 2.224 1.951 0.706
O 3.381 2.060 0.429
F 1.903 1.823 1.988
C 0.479 3.112 -0.208
O 0.348 3.758 0.796
F -0.067 3.607 -1.322
H 7.392 3.177 0.580
H 7.070 1.910 1.762
H 5.841 2.252 0.556
H 7.743 1.137 -2.121
H 6.306 1.983 -1.585
H 6.661 -0.875 -2.202
H 5.207 0.085 -2.079
H 5.179 -0.177 0.375
H 6.697 -1.021 0.313
H 5.768 -2.837 -1.038
H 5.044 -2.733 0.553
H 3.803 -1.790 -2.108
H 3.341 -3.194 -1.143
H 2.042 -1.992 0.264
H 3.235 -0.732 0.418
H 2.555 0.387 -1.621
H 1.687 -1.026 -2.159
H 0.868 -0.078 0.795
H -0.183 -1.996 0.293
H -0.182 -1.997 -1.438
H -2.561 -0.597 -0.976
H -2.349 -2.287 -1.252
H -3.186 -2.853 0.686
H -1.914 -1.931 1.561
H -1.240 1.505 -1.970
H -0.922 -0.043 -2.659
H 1.268 2.063 -2.828
H -0.913 3.050 -3.616
H -1.108 1.631 -4.610
H 0.297 2.675 -4.930
C -3.863 -3.666 5.853
C -3.037 -2.612 5.145
O -2.088 -3.361 4.379
S -2.750 -4.739 3.901
O -3.228 -4.570 2.580
O -1.888 -5.802 4.268
O -4.015 -4.719 4.894
H -3.337 -4.068 6.723
H -4.837 -3.292 6.160
H -2.527 -1.945 5.835
H -3.644 -2.022 4.454
C -8.159 2.627 0.016
C -7.323 3.715 -0.626
O -6.392 3.012 -1.450
S -7.075 1.673 -2.016
O -7.562 1.927 -3.323
O -6.226 0.584 -1.720
O -8.332 1.645 -1.010
H -7.631 2.161 0.851
H -9.124 2.992 0.357
H -6.799 4.325 0.104
H -7.932 4.356 -1.268
*
```

Properties
Gap between HOMO and LUMO (eV): 7.43
Highest occupied orbital energy (hartree): -0.203
Lowest unoccupied orbital energy (eV): 1.9

Atomic partial charges in e from the Löwdin method, atoms 1 to 8:
1 C -0.11
2 O -0.21
3 C -0.22
4 C -0.16
5 C -0.21
6 C -0.21
7 C -0.21
8 C -0.24

---

Record 3
7 unconnected molecules or ions with the total composition C46H59NO3, computed with ωB97M-V with the def2-TZVPD basis set.

```
! wB97M-V def2-TZVPD RIJCOSX def2/J DEFGRID3
* xyz 0 1
C -1.502 3.471 4.295
C -2.998 3.279 4.564
C -3.349 1.864 5.058
C -4.035 0.997 3.996
O -3.567 -0.336 3.912
C -2.538 -0.564 2.953
N -2.647 -1.924 2.483
C -1.161 -0.284 3.560
C 0.009 -0.715 2.675
C 1.411 -0.778 3.348
C 1.486 -0.435 4.823
O 0.998 -1.469 5.674
O -4.220 1.960 6.186
C -3.764 1.294 7.340
H -1.202 3.042 3.337
H -1.250 4.531 4.287
H -0.913 2.997 5.081
H -3.563 3.509 3.660
H -3.314 3.974 5.340
H -2.429 1.377 5.389
H -3.982 1.465 3.006
H -5.088 0.945 4.274
H -2.696 0.121 2.110
H -3.617 -2.205 2.536
H -2.111 -2.541 3.080
H -1.166 -0.743 4.551
H -1.092 0.797 3.692
H 0.069 0.014 1.863
H -0.195 -1.665 2.184
H 1.814 -1.787 3.233
H 2.080 -0.106 2.809
H 2.531 -0.290 5.098
H 0.959 0.500 5.041
H 0.393 -2.022 5.181
H -3.396 0.290 7.113
H -2.969 1.855 7.844
H -4.603 1.203 8.026
C -0.737 3.260 -1.230
C -1.681 3.385 -2.242
C -3.029 3.230 -1.955
C -3.438 2.956 -0.657
C -2.496 2.825 0.352
C -1.146 2.978 0.065
H 0.315 3.380 -1.453
H -1.362 3.592 -3.256
H -3.766 3.309 -2.744
H -4.490 2.826 -0.438
H -2.812 2.601 1.364
H -0.411 2.875 0.854
C 2.088 -3.351 0.574
C 2.542 -2.151 0.045
C 3.860 -2.029 -0.370
C 4.728 -3.105 -0.252
C 4.276 -4.304 0.281
C 2.956 -4.428 0.692
H 1.058 -3.447 0.892
H 1.866 -1.309 -0.042
H 4.212 -1.091 -0.781
H 5.758 -3.008 -0.571
H 4.955 -5.142 0.379
H 2.604 -5.365 1.105
C -4.591 -2.324 -1.713
C -3.752 -1.307 -1.278
C -3.321 -0.334 -2.169
C -3.728 -0.376 -3.494
C -4.564 -1.394 -3.931
C -4.996 -2.368 -3.041
H -4.928 -3.083 -1.018
H -3.428 -1.278 -0.244
H -2.667 0.455 -1.824
H -3.392 0.383 -4.190
H -4.875 -1.430 -4.967
H -5.648 -3.162 -3.382
C 8.185 -0.245 2.075
C 7.113 -1.051 1.718
C 6.718 -2.092 2.547
C 7.396 -2.323 3.737
C 8.470 -1.518 4.093
C 8.864 -0.479 3.262
H 8.490 0.568 1.428
H 6.583 -0.868 0.792
H 5.881 -2.718 2.270
H 7.087 -3.131 4.386
H 8.999 -1.701 5.019
H 9.700 0.149 3.540
C 3.490 -0.542 -3.803
C 4.391 0.477 -3.526
C 4.801 1.337 -4.535
C 4.310 1.177 -5.823
C 3.411 0.157 -6.102
C 3.001 -0.702 -5.092
H 3.169 -1.212 -3.016
H 4.776 0.603 -2.521
H 5.503 2.132 -4.318
H 4.629 1.847 -6.611
H 3.031 0.030 -7.107
H 2.299 -1.497 -5.308
C -4.787 -0.236 -8.132
C -4.762 0.680 -7.090
C -3.696 1.560 -6.966
C -2.654 1.523 -7.882
C -2.678 0.604 -8.922
C -3.745 -0.275 -9.047
H -5.620 -0.921 -8.230
H -5.572 0.708 -6.372
H -3.677 2.277 -6.154
H -1.823 2.210 -7.785
H -1.865 0.573 -9.635
H -3.763 -0.991 -9.859
*
```

Properties
Gap between HOMO and LUMO (eV): 9.60
Highest occupied orbital energy (hartree): -0.336
Structure (SMILES): CC[C@H](CO[C@H](N)CCCCO)OC.c1ccccc1.c1ccccc1.c1ccccc1.c1ccccc1.c1ccccc1.c1ccccc1
Lowest unoccupied orbital energy (eV): 0.5

Atomic partial charges in e from the Löwdin method, atoms 1 to 8:
1 C -0.09
2 C -0.17
3 C -0.33
4 C -0.13
5 O -0.09
6 C -0.43
7 N 0.08
8 C -0.14

---

Record 4
2 unconnected molecules or ions with the total composition C6H10NS, computed with ωB97M-V with the def2-TZVPD basis set.

```
! wB97M-V def2-TZVPD RIJCOSX def2/J DEFGRID3
* xyz 1 1
C 3.522 -0.935 -0.029
C 2.173 -1.214 -0.196
C 3.723 0.408 0.201
C -1.626 -0.435 0.282
C -3.470 1.058 -0.467
C -2.600 0.425 0.557
N 1.416 -0.124 -0.105
S 2.272 1.269 0.197
H 4.309 -1.665 -0.072
H 1.734 -2.179 -0.373
H 4.660 0.906 0.372
H -1.463 -0.771 -0.734
H -1.092 -0.945 1.070
H 0.379 -0.137 -0.124
H -3.073 0.926 -1.471
H -3.598 2.119 -0.262
H -4.458 0.601 -0.429
H -2.809 0.693 1.584
*
```

Properties
Gap between HOMO and LUMO (eV): 8.50
Highest occupied orbital energy (hartree): -0.488
Energy above the lowest of the compared OMol25 structures with the same formula, charge and spin (eV): 0.155
Lowest unoccupied orbital energy (eV): -4.8

Atomic partial charges in e from the Löwdin method, atoms 1 to 8:
1 C -0.10
2 C -0.10
3 C -0.31
4 C -0.07
5 C -0.09
6 C -0.20
7 N -0.24
8 S 1.17

---

Record 5
13 unconnected molecules or ions with the total composition C22H70N8O22 in a non-equilibrium geometry, computed with ωB97M-V with the def2-TZVPD basis set.

```
! wB97M-V def2-TZVPD RIJCOSX def2/J DEFGRID3
* xyz 1 2
C 0.986 -0.051 0.195
O 1.785 -0.512 -0.620
N 0.101 -0.780 0.840
N 0.802 1.281 0.517
H -0.469 -0.395 1.580
H 0.270 -1.771 0.744
H 1.370 1.947 0.014
H 0.034 1.511 1.130
C 0.500 3.861 -2.607
O -0.443 4.579 -2.888
N 1.374 3.214 -3.302
N 0.871 3.652 -1.382
H 2.285 3.108 -2.879
H 1.366 3.282 -4.309
H 0.275 3.996 -0.643
H 1.787 3.280 -1.171
C 0.203 2.457 4.121
O -0.699 3.289 4.022
N 1.467 2.626 4.295
N -0.095 1.213 3.868
H 2.017 1.779 4.293
H 1.783 3.565 4.100
H 0.481 0.417 4.101
H -1.083 1.025 3.961
C 0.037 -3.973 -3.186
O 0.051 -5.177 -3.195
N 0.753 -3.335 -2.294
N -0.842 -3.216 -3.635
H 1.542 -3.758 -1.827
H 0.599 -2.336 -2.300
H -1.582 -3.642 -4.174
H -0.898 -2.263 -3.305
C -0.957 -5.573 0.177
C -0.371 -4.392 0.901
O 1.004 -4.386 1.120
O -0.987 -6.649 1.049
H -0.369 -5.752 -0.723
H -1.903 -5.206 -0.220
H -0.875 -4.341 1.865
H -0.618 -3.457 0.396
H 1.228 -4.811 1.951
H -0.098 -6.746 1.400
C -2.173 -2.115 3.744
C -3.075 -0.917 4.161
O -2.670 0.213 3.503
O -0.704 -2.055 3.857
H -2.412 -2.622 2.810
H -2.298 -2.894 4.496
H -2.900 -0.777 5.228
H -4.135 -1.149 4.064
H -3.477 0.596 3.150
H -0.230 -2.024 3.023
C -2.390 -0.047 -4.375
C -1.951 0.605 -2.953
O -1.405 -0.196 -1.922
O -1.275 -0.186 -5.246
H -3.294 0.419 -4.767
H -2.763 -1.051 -4.171
H -2.904 0.908 -2.518
H -1.396 1.503 -3.223
H -1.219 0.357 -1.160
H -1.553 -0.816 -5.916
C -4.489 1.498 0.803
C -3.187 2.014 0.455
O -2.203 1.054 0.697
O -4.670 1.614 2.233
H -4.728 0.462 0.562
H -5.252 2.160 0.393
H -2.910 2.938 0.963
H -3.090 2.245 -0.606
H -2.410 0.679 1.556
H -5.615 1.580 2.396
C 3.909 -1.572 -3.006
C 3.912 -2.287 -4.332
O 4.536 -3.517 -4.237
O 2.935 -0.577 -3.010
H 4.901 -1.137 -2.884
H 3.873 -2.292 -2.188
H 4.385 -1.601 -5.034
H 2.894 -2.405 -4.704
H 4.855 -3.756 -5.110
H 2.682 -0.356 -2.110
C 4.298 4.483 -0.886
C 4.516 2.982 -0.767
O 3.293 2.103 -0.632
O 3.621 4.931 -2.122
H 5.270 4.977 -0.902
H 3.709 4.886 -0.062
H 5.107 2.900 0.145
H 5.119 2.645 -1.611
H 3.639 1.211 -0.552
H 4.012 4.326 -2.757
C 3.966 -1.322 1.578
C 3.867 -2.670 2.258
O 3.469 -2.405 3.593
O 5.230 -0.773 1.756
H 3.206 -0.569 1.785
H 3.832 -1.398 0.499
H 4.748 -3.309 2.188
H 3.013 -3.193 1.828
H 2.934 -3.148 3.882
H 5.803 -1.422 1.344
C -5.135 -2.606 -0.321
C -3.891 -2.064 -0.941
O -2.828 -1.927 -0.033
O -5.103 -4.014 0.008
H -6.033 -2.520 -0.932
H -5.300 -2.089 0.624
H -4.002 -1.013 -1.208
H -3.522 -2.529 -1.855
H -2.056 -1.735 -0.570
H -5.205 -4.527 -0.797
C -1.201 6.357 2.374
C -1.046 5.413 1.068
O -0.020 4.472 1.310
O -0.136 7.201 2.674
H -1.146 5.787 3.302
H -2.113 6.927 2.196
H -0.832 5.979 0.161
H -2.046 4.985 0.995
H -0.457 3.968 2.000
H 0.637 6.640 2.774
*
```

Properties
Gap between HOMO and LUMO (alpha / beta) (eV): 8.74 / 2.87
Highest occupied orbital energy (alpha / beta) (hartree): -0.409 / -0.409
Lowest unoccupied orbital energy (alpha / beta) (eV): -2.4 / -8.2

Atomic partial charges in e from the Löwdin method, atoms 1 to 8:
1 C -0.65
2 O 0.02
3 N 0.22
4 N 0.21
5 H 0.09
6 H 0.10
7 H 0.05
8 H 0.08

---

Record 6
A molecular structure, C27H60ClN3Si4Zr in a non-equilibrium geometry, computed with ωB97M-V with the def2-TZVPD basis set.

```
! wB97M-V def2-TZVPD RIJCOSX def2/J DEFGRID3
* xyz 2 1
Zr -1.601 0.874 -0.019
C -4.642 2.694 1.578
C -3.374 1.946 1.897
C -3.372 0.561 2.139
C -4.655 -0.229 2.074
C -2.198 -0.076 2.620
C -2.268 -1.548 2.927
C -1.041 0.683 2.872
C 0.147 0.108 3.587
C -1.009 2.045 2.506
C 0.259 2.836 2.681
C -2.181 2.682 2.066
C -2.221 4.187 1.976
H -4.580 3.240 0.634
H -4.836 3.435 2.355
H -5.511 2.049 1.527
H -5.190 -0.117 3.020
H -4.481 -1.288 1.925
H -5.323 0.103 1.286
H -3.007 -1.741 3.706
H -1.322 -1.962 3.250
H -2.581 -2.112 2.047
H 0.972 -0.107 2.904
H -0.093 -0.806 4.117
H 0.515 0.824 4.321
H 0.216 3.450 3.584
H 0.429 3.515 1.846
H 1.130 2.194 2.758
H -2.482 4.583 2.961
H -2.977 4.562 1.290
H -1.265 4.634 1.716
N -1.597 3.102 -0.799
C -1.472 3.549 -2.215
C -0.074 3.334 -2.785
C 0.047 2.162 -3.750
C 0.086 0.791 -3.114
N -1.143 0.437 -2.350
H -2.505 3.433 -0.479
H -0.925 3.636 -0.251
H -1.736 4.609 -2.252
H -2.232 3.018 -2.791
H 0.642 3.223 -1.961
H 0.228 4.244 -3.303
H 0.964 2.267 -4.335
H -0.764 2.210 -4.484
H 0.928 0.709 -2.427
H 0.234 0.038 -3.890
H -1.163 -0.582 -2.315
H -1.953 0.680 -2.915
Cl -3.260 -0.949 -0.710
C -3.675 0.819 -1.042
H -4.599 1.006 -0.503
H -3.860 0.877 -2.114
C -0.872 -3.777 -0.169
Si 0.511 -3.369 -1.382
C 1.662 -4.824 -1.610
C -0.277 -2.929 -3.048
Si 1.702 -1.517 -0.507
Si 2.742 -2.171 1.530
C 4.095 -3.447 1.276
C 3.494 -0.617 2.301
C 1.418 -2.974 2.598
Si 3.396 -0.529 -1.870
C 3.084 -0.714 -3.718
C 3.583 1.302 -1.441
C 4.988 -1.425 -1.454
H -1.676 -4.309 -0.681
H -1.299 -2.881 0.283
H -0.516 -4.417 0.638
H 1.095 -5.675 -1.993
H 2.116 -5.133 -0.670
H 2.460 -4.616 -2.322
H -0.433 -3.845 -3.622
H 0.334 -2.273 -3.665
H -1.272 -2.492 -2.927
H 5.049 -3.002 1.007
H 3.850 -4.192 0.521
H 4.237 -3.980 2.219
H 4.437 -0.383 1.805
H 3.716 -0.771 3.359
H 2.862 0.270 2.219
H 1.312 -4.021 2.311
H 0.442 -2.512 2.487
H 1.700 -2.953 3.653
H 2.488 0.095 -4.141
H 2.616 -1.660 -3.985
H 4.053 -0.685 -4.221
H 2.724 1.895 -1.764
H 4.445 1.711 -1.973
H 3.757 1.472 -0.376
H 4.895 -2.506 -1.566
H 5.327 -1.219 -0.439
H 5.772 -1.092 -2.137
N 0.534 1.054 0.113
C 0.366 -0.212 -0.020
H 1.451 1.492 0.014
*
```

Properties
Gap between HOMO and LUMO (eV): 8.01
Highest occupied orbital energy (hartree): -0.494
Energy above the lowest of the compared OMol25 structures with the same formula, charge and spin (eV): 0.000
Lowest unoccupied orbital energy (eV): -5.4

Atomic partial charges in e from the Löwdin method, atoms 1 to 8:
1 Zr 1.44
2 C -0.02
3 C -0.24
4 C -0.25
5 C -0.05
6 C -0.20
7 C -0.01
8 C -0.19

---

Number 1: E_tot -13033.4152 eV. Number 2: E_tot -97154.9939 eV. Number 3: E_tot -56290.3002 eV. Number 4: E_tot -18701.7566 eV. Number 5: E_tot -80901.6558 eV. Number 6: E_tot -78748.3316 eV.